[1]
The following is a quantum chemistry calculation of an isolated molecule of C20H25N5O3S at a distorted geometry, from OMol25.

## Properties
electronic energy = -45574.4500 eV
frontier orbital gap = 9.303 eV
total charge = 0
structure (SMILES) = Cc1nn(CCC(=O)Nc2cccc(C#N)c2)c(C)c1S(=O)(=O)N1CCCCC1
HOMO level = -9.1343 eV

Positions of all 54 atoms, in Å:
C1 -1.97 -1.23 -3.03
C2 -0.81 -1.70 -2.24
N1 0.44 -1.64 -2.66
N2 1.20 -2.15 -1.69
C3 2.63 -2.14 -1.84
C4 3.11 -0.71 -2.10
C5 2.84 0.17 -0.89
O1 2.55 -0.27 0.20
N3 2.98 1.50 -1.18
C6 2.84 2.60 -0.33
C7 2.39 2.49 0.98
C8 2.28 3.63 1.77
C9 2.61 4.87 1.28
C10 3.06 4.98 -0.04
C11 3.41 6.25 -0.56
N4 3.70 7.27 -0.99
C12 3.18 3.85 -0.84
C13 0.47 -2.55 -0.62
C14 1.05 -3.13 0.61
C15 -0.84 -2.28 -0.95
S1 -2.30 -2.51 0.00
O2 -3.33 -3.08 -0.82
O3 -1.97 -3.20 1.22
N5 -2.72 -0.90 0.26
C16 -4.13 -0.67 0.49
C17 -4.55 -1.01 1.92
C18 -3.69 -0.20 2.90
C19 -2.22 -0.51 2.66
C20 -1.86 -0.22 1.20
H1 -2.32 -0.27 -2.63
H2 -1.69 -1.10 -4.07
H3 -2.78 -1.94 -2.94
H4 3.08 -2.53 -0.93
H5 2.91 -2.78 -2.69
H6 2.57 -0.32 -2.97
H7 4.18 -0.71 -2.31
H8 3.26 1.73 -2.12
H9 2.13 1.53 1.38
H10 1.92 3.53 2.79
H11 2.53 5.76 1.89
H12 3.53 3.95 -1.86
H13 1.62 -4.03 0.39
H14 1.70 -2.41 1.09
H15 0.23 -3.39 1.28
H16 -4.67 -1.30 -0.23
H17 -4.34 0.38 0.27
H18 -4.39 -2.07 2.09
H19 -5.61 -0.78 2.06
H20 -3.96 -0.45 3.93
H21 -3.88 0.87 2.75
H22 -1.58 0.09 3.31
H23 -2.03 -1.57 2.85
H24 -0.84 -0.53 0.98
H25 -1.94 0.86 1.00

[2]
The following is a quantum chemistry calculation of a structure of composition C20H25N6ORuS3Se3Te, from OMol25.

## Properties
electronic energy = -270555.7416 eV
frontier orbital gap (alpha / beta) = 5.306 / 4.727 eV
spin multiplicity = 2
total charge = 0
HOMO level (alpha / beta) = -5.4329 / -5.4256 eV

Positions of all 60 atoms, in Å:
Ru1 0.19 -0.45 -0.13
C1 2.72 -2.96 0.91
C2 2.57 -1.71 1.70
N1 1.65 -0.79 1.52
C3 1.77 0.24 2.43
C4 2.81 0.12 3.29
S1 3.65 -1.34 2.98
C5 0.75 1.27 2.40
C6 0.43 2.13 3.39
S2 -0.91 3.06 2.92
C7 -1.00 2.24 1.42
N2 -0.06 1.33 1.27
C8 -2.08 2.57 0.47
H1 1.81 -3.15 0.35
H2 2.91 -3.81 1.57
H3 3.56 -2.88 0.22
H4 3.11 0.79 4.07
H5 0.90 2.23 4.36
H6 -2.64 3.44 0.82
H7 -2.78 1.73 0.41
H8 -1.68 2.76 -0.52
Se1 -0.57 0.68 -2.20
Se2 -2.91 0.98 -2.51
Te1 -4.27 -0.84 -1.45
Se3 -4.90 -0.04 0.80
O1 -1.27 -1.06 1.07
N3 -1.86 -2.24 0.83
C9 -2.91 -2.55 1.62
C10 -3.56 -3.74 1.43
C11 -3.13 -4.61 0.43
C12 -2.06 -4.26 -0.36
C13 -1.42 -3.03 -0.17
S3 -0.13 -2.47 -1.17
H9 -3.18 -1.78 2.32
H10 -4.42 -3.96 2.05
H11 -3.63 -5.55 0.27
H12 -1.71 -4.90 -1.16
C14 3.84 3.73 -1.15
C15 2.39 3.58 -0.73
N4 2.14 2.17 -0.47
C16 2.58 1.18 -1.30
N5 2.00 0.01 -1.23
C17 2.43 -1.04 -2.16
C18 3.87 -0.88 -2.61
C19 4.05 0.53 -3.13
N6 3.64 1.47 -2.11
C20 4.07 2.85 -2.36
H13 4.50 3.43 -0.34
H14 4.06 4.77 -1.41
H15 1.72 3.96 -1.50
H16 2.19 4.12 0.19
H17 1.21 1.96 -0.13
H18 1.76 -1.04 -3.03
H19 2.31 -2.00 -1.68
H20 4.10 -1.61 -3.39
H21 4.55 -1.05 -1.77
H22 3.47 0.68 -4.05
H23 5.10 0.73 -3.37
H24 3.53 3.25 -3.23
H25 5.13 2.81 -2.61

[3]
The following is a quantum chemistry calculation of an isolated molecule of C20H25NO2S at a distorted geometry, from OMol25.

## Properties
electronic energy = -37561.9024 eV
frontier orbital gap = 8.023 eV
total charge = 0
structure (SMILES) = CCCN(CCC)[C@@H]1COc2c(cccc2C(=O)c2ccsc2)C1
HOMO level = -7.8659 eV

Positions of all 49 atoms, in Å:
C1 2.32 -3.56 -1.47
C2 2.22 -3.37 0.09
C3 3.21 -2.23 0.54
N1 2.74 -0.80 0.42
C4 3.24 0.10 -0.65
C5 4.80 0.39 -0.53
C6 5.07 1.30 0.74
C7 1.54 -0.35 1.13
C8 0.41 -0.04 0.01
O1 -1.00 0.07 0.59
C9 -1.09 1.02 1.59
C10 0.12 1.46 2.22
C11 -0.01 2.55 3.15
C12 -1.27 3.18 3.33
C13 -2.43 2.72 2.74
C14 -2.38 1.71 1.77
C15 -3.66 1.30 1.19
O2 -4.03 0.09 1.30
C16 -4.33 2.30 0.21
C17 -3.78 3.49 -0.49
C18 -4.56 4.09 -1.40
S1 -6.11 3.42 -1.27
C19 -5.63 2.13 -0.24
C20 1.59 0.86 1.94
H1 1.62 -2.80 -1.96
H2 3.27 -3.43 -1.92
H3 1.97 -4.52 -1.73
H4 1.19 -3.13 0.19
H5 2.27 -4.36 0.60
H6 4.16 -2.25 0.08
H7 3.35 -2.27 1.56
H8 2.63 1.09 -0.67
H9 3.05 -0.55 -1.52
H10 5.42 -0.53 -0.44
H11 5.12 0.86 -1.40
H12 4.37 2.10 0.57
H13 6.11 1.66 0.70
H14 4.88 0.82 1.77
H15 1.22 -1.23 1.75
H16 0.59 0.89 -0.51
H17 0.59 -0.70 -0.83
H18 0.90 2.88 3.53
H19 -1.38 4.08 4.01
H20 -3.40 3.19 2.93
H21 -2.85 3.87 -0.17
H22 -4.18 4.92 -1.94
H23 -6.27 1.33 0.04
H24 2.30 1.56 1.50
H25 2.01 0.62 2.88

[4]
The following is a quantum chemistry calculation of an isolated molecule of C20H25NO5S, from OMol25.

## Properties
electronic energy = -43709.5637 eV
frontier orbital gap = 9.431 eV
total charge = 0
structure (SMILES) = CNS(=O)(=O)c1cccc(C(=O)OCC(=O)[C@]23C[C@H]4C[C@H](C[C@H](C4)C2)C3)c1
HOMO level = -9.6107 eV

Positions of all 52 atoms, in Å:
C1 0.81 2.54 -2.59
N1 0.38 3.90 -2.34
S1 0.76 4.46 -0.80
O1 2.01 3.91 -0.35
O2 0.61 5.89 -0.83
C2 -0.58 3.73 0.13
C3 -1.85 4.25 -0.01
C4 -2.90 3.68 0.68
C5 -2.67 2.58 1.50
C6 -1.38 2.06 1.64
C7 -1.19 0.88 2.52
O3 -2.07 0.38 3.18
O4 0.06 0.41 2.47
C8 0.38 -0.74 3.23
C9 1.05 -1.88 2.47
O5 1.81 -2.59 3.07
C10 0.71 -2.11 1.00
C11 1.28 -3.46 0.57
C12 0.98 -3.71 -0.91
C13 -0.53 -3.70 -1.14
C14 -1.09 -2.35 -0.71
C15 -0.45 -1.24 -1.54
C16 1.06 -1.25 -1.32
C17 1.63 -2.61 -1.75
C18 1.37 -1.01 0.15
C19 -0.81 -2.11 0.77
C20 -0.32 2.65 0.95
H1 0.57 2.27 -3.61
H2 1.88 2.41 -2.41
H3 0.26 1.90 -1.91
H4 0.72 4.56 -3.02
H5 -1.99 5.11 -0.65
H6 -3.90 4.07 0.59
H7 -3.47 2.11 2.05
H8 -0.55 -1.14 3.67
H9 1.04 -0.44 4.05
H10 0.83 -4.25 1.18
H11 2.35 -3.48 0.75
H12 1.39 -4.68 -1.20
H13 -1.00 -4.50 -0.56
H14 -0.75 -3.88 -2.19
H15 -2.18 -2.34 -0.87
H16 -0.67 -1.38 -2.60
H17 -0.86 -0.27 -1.24
H18 1.53 -0.46 -1.92
H19 1.43 -2.78 -2.81
H20 2.71 -2.62 -1.61
H21 1.00 -0.02 0.45
H22 2.45 -1.02 0.32
H23 -1.27 -2.90 1.37
H24 -1.26 -1.16 1.06
H25 0.69 2.29 1.05

[5]
The following is a quantum chemistry calculation of an isolated molecule of C20H25NO7, from OMol25.

## Properties
electronic energy = -36967.3390 eV
frontier orbital gap = 9.118 eV
total charge = 0
structure (SMILES) = CCOc1cc(C(=O)OCC(=O)NCc2ccco2)cc(OCC)c1OCC
HOMO level = -8.6071 eV

Positions of all 53 atoms, in Å:
C1 -0.22 2.69 3.38
C2 -0.10 2.77 1.86
O1 0.17 1.45 1.41
C3 0.13 1.09 0.10
C4 0.29 -0.28 -0.10
C5 0.25 -0.82 -1.37
C6 0.36 -2.27 -1.60
O2 0.17 -2.82 -2.66
O3 0.67 -2.93 -0.47
C7 0.62 -4.34 -0.46
C8 -0.26 -4.85 0.69
O4 -0.22 -6.00 1.07
N1 -1.07 -3.90 1.20
C9 -1.85 -4.09 2.40
C10 -1.42 -3.13 3.47
C11 -1.29 -1.77 3.46
C12 -0.79 -1.42 4.74
C13 -0.66 -2.59 5.43
O5 -1.03 -3.63 4.66
C14 0.03 0.01 -2.47
C15 -0.13 1.37 -2.30
O6 -0.40 2.24 -3.31
C16 -0.34 1.80 -4.66
C17 1.09 1.60 -5.15
C18 -0.05 1.94 -1.01
O7 -0.20 3.29 -0.79
C19 0.56 4.20 -1.56
C20 2.05 3.90 -1.55
H1 0.70 2.30 3.80
H2 -0.40 3.68 3.78
H3 -1.04 2.04 3.65
H4 -1.03 3.14 1.42
H5 0.72 3.44 1.58
H6 0.47 -0.89 0.77
H7 0.21 -4.70 -1.42
H8 1.63 -4.75 -0.34
H9 -0.97 -2.96 0.86
H10 -1.70 -5.11 2.74
H11 -2.92 -3.94 2.17
H12 -1.51 -1.10 2.66
H13 -0.56 -0.43 5.09
H14 -0.32 -2.80 6.42
H15 -0.03 -0.46 -3.44
H16 -0.82 2.61 -5.22
H17 -0.93 0.89 -4.79
H18 1.59 0.81 -4.59
H19 1.08 1.32 -6.20
H20 1.66 2.52 -5.04
H21 0.36 5.17 -1.09
H22 0.19 4.23 -2.59
H23 2.25 2.94 -2.03
H24 2.59 4.68 -2.07
H25 2.42 3.84 -0.52

[6]
The following is a quantum chemistry calculation of a cluster of 6 separate species, C20H26Cl10F6NO in total at a distorted geometry, from OMol25.

## Properties
electronic energy = -166231.7618 eV
frontier orbital gap = 5.846 eV
total charge = -1
HOMO level = -3.8886 eV

Positions of all 64 atoms, in Å:
O1 -2.10 1.41 -2.00
C1 -1.04 1.84 -1.62
F1 -0.33 2.63 -2.50
C2 -0.45 1.58 -0.23
N1 -0.95 2.59 0.66
C3 -0.05 2.89 1.65
F2 1.24 3.26 1.20
F3 -0.56 3.99 2.35
C4 0.03 1.71 2.63
C5 -0.94 1.49 3.59
C6 -0.85 0.41 4.44
C7 0.21 -0.47 4.34
C8 1.17 -0.25 3.38
C9 2.36 -1.19 3.20
F4 2.21 -2.35 3.85
F5 2.46 -1.48 1.87
F6 3.52 -0.59 3.53
C10 1.12 0.85 2.52
H1 -0.78 0.56 0.05
H2 0.64 1.57 -0.36
H3 -1.79 2.15 3.66
H4 -1.63 0.24 5.18
H5 0.29 -1.33 5.02
H6 1.89 0.99 1.77
Cl1 2.54 -5.15 -3.08
C11 2.73 -4.50 -1.43
C12 1.40 -4.20 -0.79
Cl2 0.58 -2.82 -1.56
H7 3.36 -3.62 -1.48
H8 3.25 -5.26 -0.85
H9 1.55 -3.93 0.26
H10 0.73 -5.05 -0.83
Cl3 -0.33 -2.69 -8.46
C13 -0.01 -3.17 -6.77
C14 0.58 -4.56 -6.67
Cl4 -0.60 -5.82 -7.13
H11 -0.94 -3.09 -6.21
H12 0.70 -2.45 -6.36
H13 0.87 -4.76 -5.65
H14 1.45 -4.67 -7.31
Cl5 -6.49 -7.06 -6.16
C15 -5.56 -5.60 -6.61
C16 -4.10 -5.72 -6.25
Cl6 -3.84 -5.70 -4.49
H15 -6.02 -4.74 -6.13
H16 -5.66 -5.49 -7.69
H17 -3.55 -4.87 -6.65
H18 -3.66 -6.63 -6.64
Cl7 1.43 2.78 8.39
C17 1.60 3.86 6.98
C18 0.27 4.33 6.46
Cl8 -0.65 3.00 5.71
H19 2.17 3.33 6.22
H20 2.19 4.71 7.31
H21 0.43 5.08 5.68
H22 -0.34 4.77 7.24
Cl9 2.10 6.29 3.19
C19 1.27 6.43 1.62
C20 0.84 7.85 1.33
Cl10 -0.46 8.40 2.42
H23 0.42 5.74 1.62
H24 1.97 6.10 0.85
H25 0.45 7.91 0.31
H26 1.67 8.54 1.42